Here is a molecular structure, C54H114Cl2Cu2N6O6 from the Open Molecules 2025 dataset. Energies are from ωB97M-V with the def2-TZVPD basis set.

```
184
Properties=species:S:1:pos:R:3:forces:R:3
Cu -3.504 -14.488 -20.940 -0.4489 -0.0113 0.6370
Cu -1.369 -13.598 -22.868 -1.0657 -0.5911 0.8942
Cl -3.024 -12.323 -21.280 0.2952 0.3323 -0.4214
Cl -2.528 -15.596 -22.648 0.3185 -0.0157 -0.5509
C -7.878 -12.019 -18.479 -1.5346 -0.9742 0.3121
C -8.269 -10.787 -19.333 0.5179 -0.2521 1.8459
C -8.708 -9.733 -18.274 -0.3113 -0.6593 -0.8049
C -8.876 -8.388 -18.864 0.3710 0.6971 -2.3158
C -7.502 -7.968 -19.497 -0.5705 -1.6111 0.7207
C -6.893 -9.011 -20.499 -0.0739 0.8612 -0.6247
N -6.970 -10.322 -19.850 -0.4937 -0.5679 -0.9789
O -6.541 -11.361 -20.788 1.0252 0.8989 0.4105
C -7.623 -8.828 -21.901 0.4090 1.3341 1.6485
C -5.390 -8.615 -20.668 -0.7695 -0.0141 0.9639
C -9.452 -11.195 -20.233 0.2326 1.7079 0.3885
H -7.476 -12.835 -19.087 0.4167 0.4271 0.1933
H -8.777 -12.542 -18.005 0.8174 1.0746 -0.3966
H -7.214 -11.670 -17.681 0.0612 -0.4289 -0.2475
H -9.677 -10.097 -17.910 0.4528 0.0868 0.5956
H -7.934 -9.598 -17.525 -0.0431 -0.6641 0.4835
H -9.090 -7.666 -18.112 -0.4335 0.6451 0.6184
H -9.714 -8.403 -19.585 0.3328 0.2408 0.0883
H -6.890 -7.905 -18.575 0.3470 0.1774 -0.7792
H -7.523 -7.034 -20.020 -0.0981 0.7316 -0.0364
H -8.689 -8.719 -21.787 -0.4456 -0.1309 0.1334
H -7.278 -7.875 -22.323 -0.0279 -0.0104 0.2138
H -7.426 -9.532 -22.654 0.4052 -1.4182 -0.6123
H -4.761 -9.343 -21.144 0.0968 -0.5313 -0.6336
H -5.314 -7.675 -21.205 0.0214 0.1366 -0.1649
H -4.953 -8.471 -19.676 -0.0936 0.0602 0.0022
H -10.260 -11.222 -19.537 -0.8904 -0.0145 0.6255
H -9.361 -12.215 -20.510 0.2547 -0.5895 -1.2217
H -9.786 -10.436 -20.973 0.6151 -0.8848 -0.0044
H -5.578 -11.361 -20.589 -0.6057 -0.4457 -0.4290
C 1.879 -12.411 -25.233 -0.4155 1.3428 -0.8429
C 0.674 -13.171 -24.665 -0.1205 -0.5327 0.0196
C 0.668 -14.683 -24.983 -0.1350 0.0935 -0.8174
C 1.788 -15.377 -24.243 0.5814 -0.4537 -1.3282
C 1.594 -15.272 -22.771 -1.3307 0.3383 0.4009
C 1.484 -13.815 -22.324 1.1413 -0.5715 2.0096
N 0.538 -13.105 -23.171 -0.6772 0.7586 -0.6832
O 0.432 -11.753 -22.782 0.2281 0.5051 0.2492
C 0.969 -13.805 -20.849 -0.8742 2.2957 -0.5365
C 2.899 -13.218 -22.282 1.3084 0.1470 -1.1906
C -0.571 -12.514 -25.291 0.3708 1.1485 0.5775
H 2.913 -12.650 -25.045 0.1507 -1.0064 0.0873
H 1.861 -11.349 -24.944 -0.4312 -0.1690 0.2224
H 1.694 -12.318 -26.321 0.4067 -0.3754 0.3680
H -0.286 -15.175 -24.781 -0.2475 0.3889 0.5524
H 0.710 -14.793 -26.075 0.5647 0.0728 0.1157
H 2.698 -14.883 -24.594 0.3171 -0.1953 0.2758
H 1.885 -16.430 -24.534 -0.1255 0.1795 -0.0409
H 2.415 -15.721 -22.202 -0.3936 -0.1897 -0.0023
H 0.585 -15.710 -22.554 0.9415 -0.1828 0.1839
H 1.524 -14.407 -20.166 0.8411 -0.4234 0.1808
H 0.931 -12.738 -20.464 0.2896 -1.1862 -0.3643
H -0.056 -14.138 -20.764 -0.4688 -0.2807 -0.2873
H 3.570 -13.676 -23.066 -0.6276 0.2583 0.8842
H 2.978 -12.148 -22.510 -0.2503 -0.0363 0.2264
H 3.375 -13.347 -21.300 -0.2465 -0.1157 -0.3221
H -1.455 -12.648 -24.669 -0.4261 -0.4293 -0.1596
H -0.744 -12.842 -26.306 -0.0619 -0.3367 -0.1471
H -0.498 -11.413 -25.312 0.2341 -0.3887 -0.0286
H 1.320 -11.361 -22.844 -0.0768 0.0046 -0.0214
C -10.485 -15.560 -21.809 0.7476 -1.0823 -1.3827
C -9.042 -16.075 -21.547 1.4693 -2.1309 -1.4294
C -8.683 -17.484 -22.322 -2.5852 0.9050 1.1108
C -8.412 -17.365 -23.762 -1.1083 -0.0179 -1.5110
C -7.303 -16.398 -23.988 -0.1309 0.7412 -0.5154
C -7.658 -15.008 -23.423 -0.6189 -0.8481 -0.5554
N -7.921 -15.185 -21.952 0.3695 -0.1575 -0.2299
O -8.194 -13.961 -21.297 0.2257 1.1021 -0.3027
C -6.446 -14.138 -23.688 0.3116 0.9430 0.5976
C -8.852 -14.431 -24.287 0.2943 0.7042 0.1839
C -8.847 -16.400 -20.077 -0.2964 0.9349 1.0843
H -11.156 -16.264 -21.333 -0.2821 0.3552 0.7764
H -10.788 -15.692 -22.861 0.4272 0.2529 0.1990
H -10.605 -14.509 -21.574 -0.1496 -0.0577 0.4695
H -7.788 -17.938 -21.949 0.1591 -0.2915 1.2285
H -9.614 -18.108 -22.202 1.1332 0.1743 0.3214
H -9.350 -17.094 -24.251 0.0680 0.5767 -0.2665
H -8.253 -18.328 -24.229 0.5576 -0.5129 0.1391
H -7.070 -16.196 -25.021 -0.3554 -0.1606 -0.7384
H -6.349 -16.785 -23.657 0.2226 -0.0099 0.8595
H -6.674 -13.145 -23.311 0.2469 0.3954 0.0415
H -5.489 -14.457 -23.252 -0.3690 -0.2709 0.3275
H -6.212 -14.021 -24.749 -0.4331 -0.1691 -0.0305
H -8.460 -14.248 -25.298 0.1111 0.1734 0.2658
H -9.695 -15.108 -24.481 0.3196 0.2771 0.5851
H -9.212 -13.442 -23.885 0.2675 -1.0516 -0.2707
H -8.953 -15.455 -19.509 -0.1343 -0.4569 -0.0652
H -7.834 -16.740 -19.829 -0.3520 -0.1334 -0.3830
H -9.594 -17.115 -19.686 0.3186 0.2364 -0.3611
H -7.341 -13.497 -21.160 -0.4587 -0.2060 -0.0773
C -4.985 -17.242 -20.989 -0.7645 -0.4156 -0.5616
C -4.574 -16.894 -19.587 0.5561 0.0851 1.9178
C -3.064 -17.171 -19.428 0.2300 -0.8026 -0.2508
C -2.493 -16.723 -18.078 -0.4753 0.1418 0.3489
C -2.770 -15.253 -17.824 -1.6252 1.0433 0.1157
C -4.340 -14.886 -17.995 1.6610 -0.2222 0.8272
N -4.702 -15.367 -19.322 -0.9568 -1.2893 -1.8192
O -6.106 -15.020 -19.475 0.3070 -0.2111 -0.3630
C -5.239 -15.434 -16.840 0.3129 -0.4894 0.4472
C -4.540 -13.369 -17.959 0.6259 0.0446 0.1613
C -5.385 -17.838 -18.641 1.1318 0.2823 -0.5923
H -4.311 -17.893 -21.534 0.4870 -0.0842 0.2515
H -5.077 -16.377 -21.586 0.1058 1.1802 -0.8617
H -5.961 -17.714 -21.096 -0.1076 -0.0432 0.5361
H -2.969 -18.268 -19.588 0.1615 0.5167 0.3213
H -2.544 -16.737 -20.292 0.0464 0.1626 0.3471
H -1.430 -16.927 -17.897 -0.1740 -0.1247 -0.4845
H -3.029 -17.246 -17.288 0.0310 -0.3903 0.1014
H -2.186 -14.613 -18.523 -0.3648 -0.1731 0.4272
H -2.567 -14.952 -16.774 0.2835 -0.2129 -0.6345
H -6.275 -15.572 -17.125 -0.1063 0.0616 -0.4908
H -4.944 -16.388 -16.380 0.2832 0.3627 -0.3075
H -5.292 -14.736 -16.009 0.3157 0.3408 -0.0387
H -5.598 -13.249 -17.997 -0.7509 0.5355 0.3368
H -4.115 -12.969 -17.015 -0.3310 -0.1523 -0.5145
H -4.156 -12.789 -18.809 0.3326 -0.4630 0.1175
H -5.168 -17.790 -17.597 -0.1496 0.4906 0.4922
H -5.060 -18.833 -18.873 0.2287 -0.7226 -0.5792
H -6.424 -17.828 -18.863 -0.8972 0.3330 0.1596
H -6.338 -15.217 -20.409 0.0827 0.0124 0.2758
C -2.051 -7.665 -25.844 1.7469 0.6003 -0.8383
C -2.958 -7.700 -24.625 1.5905 -0.3208 0.7456
C -4.123 -6.816 -24.778 -0.6894 1.6060 0.3599
C -5.214 -7.264 -25.721 -0.1342 -0.6932 0.7985
C -5.671 -8.615 -25.175 0.2352 0.1833 -0.6490
C -4.494 -9.622 -25.101 -1.1412 -0.7045 1.0699
N -3.437 -9.021 -24.220 -0.3247 0.1205 -1.3098
O -2.288 -9.847 -24.269 -0.0610 -0.6988 0.4468
C -5.131 -10.763 -24.286 -0.3847 -1.8533 -0.9177
C -4.110 -10.166 -26.491 0.1744 0.6947 -1.0892
C -2.144 -7.100 -23.428 -0.9700 0.4861 -1.1835
H -2.593 -7.606 -26.770 -0.4939 -0.0465 -0.4795
H -1.322 -8.490 -25.994 -0.6221 0.2832 0.5897
H -1.410 -6.730 -25.831 -0.7865 -0.9203 0.0801
H -4.459 -6.764 -23.730 -0.7515 0.4413 -0.4441
H -3.729 -5.833 -25.070 -0.2122 0.0057 0.1811
H -4.779 -7.372 -26.711 -0.3394 0.1918 -0.3491
H -6.061 -6.573 -25.688 0.2436 0.1131 -0.3939
H -6.503 -9.078 -25.725 0.3471 0.1164 -0.2603
H -6.094 -8.439 -24.187 0.2982 -0.1215 0.2275
H -5.245 -10.549 -23.248 0.0347 0.5076 0.8312
H -6.158 -10.989 -24.669 0.6577 0.3185 0.1096
H -4.644 -11.765 -24.329 0.2373 0.7547 -0.1168
H -4.325 -9.449 -27.317 0.4303 -0.1266 0.6144
H -3.092 -10.548 -26.629 0.0417 0.4741 0.4834
H -4.705 -11.019 -26.787 -0.5608 -0.3114 0.4110
H -1.352 -7.790 -23.208 0.3390 -0.1465 0.6166
H -2.852 -6.844 -22.605 0.8913 -0.4684 -0.2849
H -1.720 -6.172 -23.856 -0.0349 -0.2692 0.6804
H -2.384 -10.321 -23.438 0.3262 -0.3837 0.2375
C -0.090 -9.199 -20.308 1.7210 -0.9457 -0.1963
C -0.545 -8.427 -19.059 -0.0629 -0.5713 -0.3064
C -2.073 -8.559 -18.919 0.2162 1.7371 0.1236
C -2.525 -9.928 -18.522 -1.1939 -0.4598 0.4206
C -1.959 -10.148 -17.144 0.8957 -1.2249 0.1160
C -0.424 -10.133 -17.167 -0.1525 0.0525 -0.1028
N 0.060 -8.840 -17.753 -2.1223 -0.1733 -0.6539
O 1.427 -8.892 -17.907 1.8435 0.0881 0.2291
C -0.019 -10.141 -15.708 1.4076 -0.0256 0.0892
C 0.179 -11.451 -17.768 1.1828 0.5997 0.7317
C -0.213 -6.988 -19.430 -0.2601 1.0356 0.1535
H -0.483 -8.710 -21.189 -0.2306 0.2431 -0.2240
H -0.374 -10.252 -20.409 -0.1344 0.1030 0.3976
H 1.041 -9.164 -20.421 -1.2415 0.0131 0.3001
H -2.411 -7.856 -18.098 0.3606 -0.4661 -0.8376
H -2.451 -8.129 -19.865 -0.3082 -0.6057 0.3357
H -2.355 -10.712 -19.240 0.6683 -0.2628 -0.2970
H -3.602 -9.967 -18.402 -0.5027 0.2804 -0.1730
H -2.101 -11.134 -16.628 -0.8183 0.6605 -0.7949
H -2.399 -9.364 -16.515 0.4830 -0.1312 0.2354
H 1.015 -10.542 -15.624 -0.4727 0.4824 0.2776
H -0.097 -9.137 -15.304 0.1251 0.1627 0.1844
H -0.664 -10.787 -15.134 -0.1680 -0.3036 0.1696
H 0.101 -12.251 -17.016 0.1326 0.3327 0.0390
H -0.264 -11.890 -18.628 -0.6762 0.1875 -1.0492
H 1.275 -11.280 -17.980 -1.1235 -0.1992 0.2417
H -0.883 -6.610 -20.213 -0.1585 -0.4301 0.0736
H 0.770 -6.808 -19.861 0.3007 -0.3831 0.3547
H -0.367 -6.300 -18.608 0.1346 0.0738 0.4420
H 1.760 -8.529 -17.073 0.0605 0.0289 -0.3385
```
Forces are in eV/Å.

Its highest occupied orbital energy is -8.0 eV. The calculation puts the energy at -193392.6269 eV.